1.
DFT (ωB97M-V/def2-TZVPD) results for the molecule C6H6O4.

* SMILES string: OC1=CC=C[C@H]2OO[C@@]12O
* M: 142.11 g mol⁻¹
* Kohn-Sham gap: 9.00 eV
* LUMO: 0.0181 Eh

Structure (ORCA input):
```
! wB97M-V def2-TZVPD RIJCOSX def2/J DEFGRID3
* xyz 0 1
H 1.6933 1.5650 -1.3039
H -2.0736 1.3848 0.5703
O 0.4045 -2.4448 0.4890
C -0.1280 1.7092 -0.1405
H 2.3763 -1.8492 -0.8121
O 2.3173 0.0456 0.9860
O 2.1484 -0.9642 -1.1276
C -0.9718 -0.4653 0.6100
H -0.3798 -2.9040 0.8161
C 0.1619 -1.1256 0.3781
C 1.4937 -0.2966 -0.1357
O 2.1350 1.4409 0.7459
C 1.2500 1.1856 -0.3763
H -0.2662 2.7575 -0.3526
C -1.1026 0.9531 0.3644
H -1.8503 -0.9975 0.9547
*
```

=====

2.
DFT (ωB97M-V/def2-TZVPD) results for the molecule C6H6O4.

* SMILES string: O=C(O)/C=C\C=C\C(=O)O
* M: 142.11 g mol⁻¹
* Kohn-Sham gap: 9.01 eV
* LUMO: -0.0388 Eh

Structure (ORCA input):
```
! wB97M-V def2-TZVPD RIJCOSX def2/J DEFGRID3
* xyz 0 1
C 1.6099 -1.0798 -2.2052
C -1.6236 0.5941 1.0417
H 0.9298 -0.3649 0.0131
H -2.6383 0.8498 1.2907
O 1.7693 -1.8215 -3.1413
C 0.1150 -0.0854 -0.6700
H -2.0587 0.3070 -0.9757
C -1.2163 0.2978 -0.2109
C -0.6473 0.7371 2.1379
H 2.4618 -0.3899 -0.6716
O 0.5414 0.8908 2.0431
C 0.3974 -0.4027 -1.9422
O 2.6742 -0.9787 -1.3803
H -0.3631 -0.2567 -2.6936
H -0.6311 0.9440 4.0180
O -1.3207 0.7590 3.3464
*
```

=====

Stability summary - winner: 2; margin: 3.909 eV.

=====

1.
DFT (ωB97M-V/def2-TZVPD) results for the molecule C3H7IOS2.

* M: 250.13 g mol⁻¹
* Kohn-Sham gap (alpha / beta): 5.80 / 5.80 eV
* LUMO (alpha / beta): -0.0862 / -0.0862 Eh

Structure (ORCA input):
```
! wB97M-V def2-TZVPD RIJCOSX def2/J DEFGRID3
* xyz 0 1
C -0.7670 -0.1493 -1.1064
H 0.0954 -1.4438 1.2133
C 0.1271 -0.3699 1.2680
O 1.5228 -2.4997 0.1709
H 1.1106 0.7942 -0.3486
S 3.9480 2.0065 -0.3869
H -1.6603 0.4148 -0.6651
H -1.0250 -1.2209 -1.1166
S 1.6153 -1.3765 -0.7412
C 0.4748 -0.1344 -0.1918
H -0.7406 0.1748 1.6939
I 4.1313 -0.2684 0.0844
H 0.9317 -0.3082 1.9104
H -0.6373 0.2414 -2.1506
*
```

=====

2.
DFT (ωB97M-V/def2-TZVPD) results for the molecule C3H7IOS2.

* SMILES string: CC(C)[S@@](=O)(=S)I
* M: 250.13 g mol⁻¹
* Kohn-Sham gap: 7.38 eV
* LUMO: -0.0688 Eh

Structure (ORCA input):
```
! wB97M-V def2-TZVPD RIJCOSX def2/J DEFGRID3
* xyz 0 1
H -0.8499 -1.6224 0.1188
H 0.0398 1.8100 0.7762
O 2.2653 -0.9516 1.8908
H -1.0512 0.3278 1.0822
S 2.3855 -1.0028 0.4681
C 0.5159 0.0531 -0.2122
H -1.1015 -0.7021 -1.4478
I 4.2422 0.6909 -0.2002
C -0.3324 -1.0829 -0.7852
C -0.0773 0.6682 0.9238
H 0.5663 0.4293 1.8754
H 0.3089 -1.7594 -1.3589
S 2.5620 -2.6754 -0.3754
H 0.7012 0.6614 -1.1152
*
```

=====

Stability summary - winner: 2; margin: 0.541 eV.

=====

1.
DFT (ωB97M-V/def2-TZVPD) results for the ion C2H4O3P with charge -1.

* SMILES string: C[C@H]1O[P@@]1(=O)[O-]
* M: 107.02 g mol⁻¹
* Kohn-Sham gap: 8.75 eV
* LUMO: 0.1575 Eh

Structure (ORCA input):
```
! wB97M-V def2-TZVPD RIJCOSX def2/J DEFGRID3
* xyz -1 1
O 1.5315 1.5347 -0.1422
O 2.5851 -0.7607 0.7264
C -0.0988 -0.6225 0.0180
H -1.5786 0.3363 0.9614
O 0.7679 -0.5979 -1.2099
H -0.2149 -1.5779 0.5278
H -1.0546 1.3296 -0.3382
C -1.2874 0.3271 -0.0420
H -2.1683 -0.0265 -0.5747
P 1.5180 0.0579 0.0735
*
```

=====

2.
DFT (ωB97M-V/def2-TZVPD) results for a cluster of 2 separate species, C2H4O3P in total.

* M: 107.02 g mol⁻¹
* Kohn-Sham gap (alpha / beta): 7.51 / 7.58 eV
* LUMO (alpha / beta): 0.1472 / 0.1470 Eh

Structure (ORCA input):
```
! wB97M-V def2-TZVPD RIJCOSX def2/J DEFGRID3
* xyz -1 1
P 0.5817 1.1198 1.5417
H -0.5500 -0.2523 -1.3903
C 0.1729 -0.4321 -0.5645
H 0.5404 1.0173 2.8742
O 0.3040 2.5079 1.0964
H 1.0289 0.1871 -0.5291
H 0.4693 -1.4450 -0.6277
O -1.4038 -0.5357 1.2736
O 2.6027 0.1099 0.7726
C -0.4316 -0.1582 0.7068
*
```

=====

3.
DFT (ωB97M-V/def2-TZVPD) results for a structure of composition C2H4O3P.

* M: 107.02 g mol⁻¹
* Kohn-Sham gap: 7.70 eV
* LUMO: 0.1551 Eh

Structure (ORCA input):
```
! wB97M-V def2-TZVPD RIJCOSX def2/J DEFGRID3
* xyz -1 1
C 1.1443 0.4054 -0.2703
O 1.0576 -1.9894 0.0285
H 1.3026 0.5192 -1.2610
H -2.3479 0.5178 1.7886
O -1.5018 0.7916 1.3253
H 2.1415 0.4236 0.0080
P -1.3747 -0.8584 -0.2640
O -1.5527 -0.1630 -1.5155
C 0.5051 -0.9119 -0.0345
H 0.6261 1.2653 0.1949
*
```

=====

Stability summary - winner: 1; margin: 2.218 eV.

=====

1.
DFT (ωB97M-V/def2-TZVPD) results for a structure of composition C5H8S3.

* M: 164.32 g mol⁻¹
* Kohn-Sham gap: 6.98 eV
* LUMO: -0.0660 Eh

Structure (ORCA input):
```
! wB97M-V def2-TZVPD RIJCOSX def2/J DEFGRID3
* xyz 0 1
C 0.2211 0.6389 -0.2744
C 0.0162 -3.1036 0.9615
S -0.2285 -1.1045 -0.4478
H -0.0257 -3.7666 1.8449
H -0.4312 1.5845 -2.1185
H 1.1493 0.6620 0.2679
H -1.5576 1.0493 1.1300
H 1.3196 2.1283 -1.6368
C 0.6121 1.2140 -1.6069
S -0.4373 -3.8608 -0.4479
C 0.1735 -1.5727 1.1106
C -0.9724 1.7126 0.3895
S 0.8134 -0.9552 2.4821
H -0.3147 2.5453 1.0516
H -1.7282 2.2322 -0.5025
H 1.3904 0.5963 -2.2032
*
```

=====

2.
DFT (ωB97M-V/def2-TZVPD) results for the molecule C5H8S3.

* SMILES string: S[C@@H]1C=CSCSC1
* M: 164.32 g mol⁻¹
* Kohn-Sham gap: 9.64 eV
* LUMO: 0.0251 Eh

Structure (ORCA input):
```
! wB97M-V def2-TZVPD RIJCOSX def2/J DEFGRID3
* xyz 0 1
H 0.9681 -2.5289 0.7751
H -0.6042 1.3321 1.3664
H 3.0927 1.0196 -0.5207
H -0.7322 0.0406 -1.3669
C -0.5355 -1.1483 0.3908
H -3.0750 -1.0396 -1.3063
S 0.9580 1.9734 -0.3511
S -2.9140 0.0150 -0.5117
H 2.3293 0.5154 1.0827
C 2.1624 0.6437 -0.0180
C -0.6473 1.3308 0.2553
C -1.0937 0.0323 -0.3499
C 0.6814 -1.6568 0.2362
S 2.0286 -0.9907 -0.7646
H -1.4284 2.0962 0.0058
H -1.1902 -1.6348 1.0770
*
```

=====

Stability summary - winner: 2; margin: 2.948 eV.